Record 1
Molecular formula: C2H4NO2
Method: DFT, ωB97M-V with the def2-TZVPD basis set

Geometry as XYZ:
```
9
Properties=species:S:1:pos:R:3:forces:R:3
C -0.28095 0.48830 0.73601 1.7 -4.8 -0.6
C -0.32375 0.07694 -0.65998 2.2 -1.8 -0.4
N -1.29489 -0.42999 0.09175 0.7 0.7 0.4
O -2.61257 -0.27569 0.11427 -0.8 0.1 -0.2
O 0.92400 -1.21706 -1.08278 -0.1 1.8 -0.4
H 0.56095 0.01539 1.24697 -0.6 0.0 0.6
H -0.57400 1.39591 1.01552 -1.2 4.0 0.9
H 0.04066 0.72764 -1.44731 -1.1 -0.3 -0.6
H 0.82743 -2.14028 -0.82091 -0.9 0.3 0.4
```
Forces are in eV/Å.

Results
Net charge: -1
F_max (eV Å⁻¹): 5.13
Energy relative to the best compared isomer or geometry (same formula, charge and spin) (eV): 6.7103
Spin multiplicity: 1
HOMO-LUMO gap (eV): 6.80
LUMO (eV): 4.65
E_HOMO (eV): -2.1557

Record 2
Molecular formula: C35H61As2N6O8ScSi4Te
Method: DFT, ωB97M-V with the def2-TZVPD basis set

Geometry as XYZ:
```
118
Properties=species:S:1:pos:R:3:forces:R:3
Sc 1.07282 -0.16593 0.00175 -0.3 0.0 0.2
C -0.94102 -2.51278 -0.71451 0.1 -0.7 0.8
N -1.46323 -3.65421 -1.45493 0.0 1.2 -0.3
C -1.62722 -3.17636 -2.84962 -0.1 -0.7 0.1
N -0.35261 -2.79009 -3.45074 0.1 0.3 0.0
C 0.19473 -1.69335 -2.71413 0.6 -0.9 1.0
N 0.38793 -2.07201 -1.20102 0.5 1.1 -0.9
C 1.33339 -3.24550 -1.20300 -1.4 0.3 0.1
N 0.79991 -4.31861 -1.99037 0.7 0.1 -0.8
C -0.48690 -4.73863 -1.47012 0.0 -0.4 0.8
C 0.60363 -3.88575 -3.38838 -0.5 -0.9 0.4
H -0.82447 -2.77599 0.34315 0.0 -0.3 0.1
H -1.59024 -1.64048 -0.72705 -0.4 -0.3 -0.4
H -2.35078 -2.37100 -2.87191 0.1 0.4 0.1
H -2.05166 -3.96444 -3.45149 -0.1 -0.4 -0.1
H -0.48625 -0.89323 -2.70168 -0.7 1.0 -0.2
H 1.17329 -1.36637 -3.09140 -0.2 -0.2 0.0
H 1.41045 -3.55365 -0.15966 0.5 -0.1 -0.1
H 2.24017 -2.84991 -1.63725 0.4 -0.4 0.0
H -0.29983 -5.14042 -0.45168 -0.5 0.2 -0.4
H -0.91004 -5.51114 -2.11396 0.2 -0.2 0.2
H 0.23095 -4.79307 -3.90111 0.2 0.7 -0.2
H 1.51928 -3.51097 -3.82884 0.4 -0.3 -0.1
N 6.04802 1.91555 -3.75658 0.0 0.0 -0.3
C 5.54330 1.04909 -3.20091 0.0 -0.3 0.6
C 4.94991 0.08195 -2.30205 -0.7 1.0 0.2
C 5.60487 -1.04758 -1.85407 1.5 0.0 -1.3
C 4.99761 -1.88675 -0.99075 -0.5 -0.4 1.0
C 3.76635 -1.51720 -0.48644 0.2 -1.5 1.7
N 3.13653 -0.39795 -0.79024 0.3 1.1 -1.2
C 3.72521 0.40106 -1.72610 -0.2 -0.1 0.0
H 6.60750 -1.27158 -2.20269 -0.1 0.1 -0.1
H 5.48808 -2.76870 -0.61227 0.0 -0.1 -0.1
H 3.33761 -2.17746 0.29511 0.0 0.5 -0.6
H 3.20737 1.32016 -2.00417 0.2 -0.4 0.1
C 1.43590 5.67188 -1.00593 -0.1 0.0 -0.4
Si 0.74086 4.49976 -2.33527 -0.4 -0.7 0.3
C 0.72016 5.13210 -4.10074 1.9 -0.2 0.5
C 1.85887 2.97598 -2.35477 1.4 1.2 0.5
Si -1.38660 3.35243 -1.77832 0.2 1.1 -0.5
Te -1.14679 1.00310 -0.86718 0.1 0.3 0.4
Si -2.52191 2.69271 -3.79886 0.7 1.2 -0.5
C -2.98317 4.25429 -4.85326 -0.9 -2.6 0.3
C -4.03505 1.67717 -3.46036 -0.1 -0.2 0.0
C -1.21825 1.70498 -4.75455 0.3 0.5 -0.5
Si -2.53033 4.81495 -0.30040 -0.7 -1.0 -1.6
C -4.23553 4.05565 -0.07703 0.5 -0.3 0.0
C -2.57727 6.41164 -1.25779 0.6 0.5 0.1
C -1.68056 5.02491 1.27383 0.7 0.2 1.3
H 2.46637 5.97703 -1.24525 -0.2 -0.2 0.0
H 1.45166 5.14960 -0.04971 0.0 -0.1 0.1
H 0.88229 6.60037 -0.86009 -0.2 -0.1 -0.1
H 1.53213 5.85300 -4.29912 -0.1 -0.2 0.2
H -0.16017 5.60606 -4.39488 -1.6 0.7 -0.5
H 0.92551 4.27444 -4.74084 -0.2 0.0 -0.1
H 2.93836 3.26538 -2.48779 -0.9 -0.2 -0.3
H 1.51702 2.27688 -3.09422 0.0 -0.4 -0.4
H 1.82824 2.52646 -1.36589 -0.3 -0.2 0.3
H -3.91296 4.65568 -4.46547 -0.3 0.0 -0.2
H -3.09386 3.84604 -5.87705 -0.3 0.4 0.4
H -2.28915 5.02489 -4.89510 1.5 1.3 0.1
H -4.67840 2.15595 -2.72800 -0.3 0.2 -0.2
H -3.75004 0.75106 -2.98454 0.2 -0.5 0.1
H -4.57395 1.41375 -4.38195 0.0 0.3 0.3
H -0.44352 2.40266 -5.11620 -0.3 0.0 0.1
H -1.61199 1.22150 -5.66486 0.0 0.0 0.5
H -0.66402 0.99849 -4.13973 -0.2 -0.3 0.0
H -4.77143 4.16388 -1.02185 -0.1 -0.2 0.1
H -4.80633 4.53811 0.70465 -0.2 0.2 0.2
H -4.13952 2.98528 0.19349 -0.1 0.5 -0.2
H -3.05022 6.32596 -2.22821 -0.3 0.0 -0.1
H -1.57976 6.83733 -1.44902 -0.1 -0.3 0.1
H -3.06561 7.18093 -0.66288 -0.4 0.1 0.0
H -1.62947 4.09433 1.84788 0.0 0.0 -0.1
H -2.25575 5.73121 1.86398 -0.2 0.2 0.3
H -0.68903 5.47508 1.19614 0.1 -0.2 -0.1
C 3.02599 -6.38252 2.81780 -0.7 0.2 -0.7
O 1.86332 -5.53742 3.10069 -0.1 -0.2 0.1
C 1.86969 -4.35205 2.56841 0.9 0.9 -0.3
O 2.74468 -3.92167 1.82016 0.1 -0.6 -0.2
C 0.86091 -3.34811 2.97712 -0.8 -0.2 0.0
C -0.39573 -3.62786 3.34381 0.6 -0.4 -0.2
As -1.79705 -2.37529 3.81838 -0.5 -0.3 0.3
C -1.51335 -2.62823 5.74808 -0.3 0.5 0.4
C -0.87206 -0.65748 3.62775 0.1 0.0 0.1
C 0.39619 -0.37185 3.36846 0.9 0.4 -1.1
As 1.58587 -1.61780 2.44015 -0.3 -0.9 0.1
C 3.31835 -1.47114 3.31290 0.2 0.1 -0.8
C 0.86166 1.00460 2.92320 -0.7 -1.0 -0.3
O 1.34042 1.11178 1.78112 0.2 0.1 -0.4
O 0.73513 1.96780 3.73997 -0.4 -0.2 1.1
C 0.96212 3.31563 3.33535 0.0 1.0 -0.5
C -1.87187 0.44863 3.65902 0.2 1.4 -0.5
O -1.96720 1.30840 2.81186 0.1 -0.4 0.1
O -2.60230 0.36414 4.73192 -0.9 -0.3 0.8
C -3.78965 1.19214 4.85212 -0.3 -0.6 -0.1
C -0.88823 -5.08488 3.29656 0.5 1.2 1.0
O -1.09177 -5.61955 2.25020 -0.1 -0.4 -0.3
O -1.06605 -5.57014 4.52859 -0.2 0.1 -1.0
C -1.37623 -6.98881 4.53970 0.8 0.2 0.0
H 3.01137 -7.11300 3.60236 -0.1 -0.5 0.1
H 3.90999 -5.77678 2.91812 0.3 0.1 -0.2
H 2.91140 -6.81235 1.79932 0.2 0.2 0.8
H -1.74496 -3.62848 6.09554 0.2 -0.3 -0.4
H -2.19209 -1.99350 6.31029 -0.1 0.3 -0.2
H -0.50124 -2.33191 5.99001 0.2 -0.2 0.1
H 3.14808 -1.69301 4.34208 0.1 0.2 0.9
H 3.64651 -0.44034 3.12763 0.1 -0.3 0.4
H 4.06427 -2.18446 2.91972 -0.6 0.4 0.0
H 0.59068 3.96194 4.13018 -0.2 -0.3 -0.1
H 0.42836 3.52341 2.39289 0.4 -0.1 0.4
H 2.02779 3.48252 3.26516 0.2 0.0 -0.3
H -4.31517 0.73657 5.68723 -0.1 0.1 -0.1
H -4.39006 1.14427 3.93296 0.3 0.0 0.3
H -3.54042 2.20670 5.09991 0.3 0.4 -0.1
H -0.42460 -7.47805 4.35963 0.0 -0.4 -0.1
H -2.08702 -7.24637 3.76425 -0.2 0.0 0.1
H -1.68717 -7.19510 5.54570 -0.4 -0.2 0.2
```
Forces are in eV/Å.

Results
Net charge: +2
F_max (eV Å⁻¹): 2.80
Energy relative to the best compared isomer or geometry (same formula, charge and spin) (eV): 0.1336
Spin multiplicity: 1
HOMO-LUMO gap (eV): 6.20
LUMO (eV): -5.72
E_HOMO (eV): -11.9166

Record 3
Molecular formula: C39H43ClCrP2Si2
Method: DFT, ωB97M-V with the def2-TZVPD basis set

Geometry as XYZ:
```
88
Properties=species:S:1:pos:R:3:forces:R:3
C 0.59678 -1.38488 3.79127 -0.5 0.5 0.2
C 1.32400 -0.46756 2.96117 -0.4 0.2 0.1
C 0.46247 0.64626 2.68890 -0.2 -0.5 1.1
H 2.37248 -0.54766 2.68836 -0.3 0.0 -0.1
C -0.79971 0.41942 3.34605 0.5 -0.1 0.6
C -0.70081 -0.83292 4.03494 0.7 0.5 0.0
H -1.44394 -1.25939 4.70094 0.1 0.0 -0.3
H 0.98326 -2.29974 4.22944 -0.2 0.1 -0.2
H 0.76755 1.56407 2.21367 -0.3 -0.3 -0.1
H -1.62922 1.11815 3.41875 0.2 -0.2 -0.2
Cr -0.43929 -1.13962 1.87043 0.2 -0.9 -2.4
Si -0.34482 0.00019 -1.75317 0.8 -0.3 2.7
C 1.46375 -0.43466 -1.70973 0.0 -0.2 -0.5
C 1.99316 -0.99103 -2.87932 0.5 0.5 0.4
H 1.31276 -1.30626 -3.67420 0.3 0.2 0.1
C 3.37493 -1.06232 -3.02755 0.0 -0.2 0.0
H 3.78405 -1.43251 -3.96550 0.1 0.0 0.2
C 4.20808 -0.63720 -1.99253 0.1 0.0 -0.1
H 5.28291 -0.70434 -2.11209 0.0 0.1 0.0
C 3.68104 -0.12972 -0.80515 -0.2 -0.2 0.1
H 4.32962 0.22716 -0.00196 0.0 -0.2 -0.3
C 2.29869 -0.06341 -0.64853 0.3 -0.1 -0.2
H 1.88298 0.31309 0.29477 0.1 -0.4 -0.6
C -0.43510 1.60934 -0.59755 0.4 0.8 -0.1
C 0.63464 2.45038 0.24525 0.3 -1.7 0.0
H 1.68225 2.15265 0.32373 -0.4 0.1 -0.2
C 0.12502 3.60354 0.97275 0.6 0.8 -0.6
H 0.76653 4.47373 1.19036 -0.1 -0.8 0.1
C -1.17474 3.53868 1.47353 -1.7 0.1 0.5
H -1.50143 4.24754 2.24106 0.1 -0.2 -0.3
C -2.07972 2.61163 0.96222 -0.4 0.4 1.0
H -3.07244 2.55260 1.42516 0.3 0.1 -0.3
C -1.76729 1.75162 -0.08616 -0.3 -0.5 0.3
H -2.53723 1.07228 -0.47282 0.1 0.3 0.1
H -0.55309 -0.68687 -0.31997 -0.1 -0.4 1.4
Si 0.14576 3.29146 -1.27094 0.3 -0.2 -2.7
C -1.12834 4.42285 -1.96527 -0.1 0.4 -0.9
C -0.58700 5.65191 -2.41393 -0.6 0.3 0.7
H 0.40978 5.66511 -2.86998 -0.2 0.1 0.5
C -1.32674 6.82225 -2.21054 0.0 -0.3 -0.3
H -0.87964 7.79393 -2.43388 -0.2 -0.3 0.0
C -2.62491 6.72985 -1.68922 0.1 0.0 0.0
H -3.15169 7.63565 -1.40129 0.0 -0.1 -0.2
C -3.25824 5.48825 -1.56151 0.3 0.0 -0.5
H -4.30448 5.42936 -1.25399 0.3 0.0 -0.2
C -2.52557 4.32260 -1.80215 0.3 0.4 0.7
H -3.00342 3.34332 -1.80250 0.2 0.2 0.5
C 1.58988 3.01751 -2.47267 0.0 0.6 -0.2
C 2.94149 3.35105 -2.26640 0.0 0.0 -0.4
H 3.25168 3.75290 -1.30053 0.0 -0.1 -0.2
C 3.87966 3.21437 -3.30372 -0.2 -0.1 0.2
H 4.92659 3.51394 -3.16454 -0.5 -0.2 0.1
C 3.48236 2.68485 -4.53571 -0.2 0.0 0.1
H 4.20541 2.56499 -5.34131 -0.1 0.1 0.2
C 2.15296 2.31069 -4.74444 0.0 0.0 0.3
H 1.83466 1.87768 -5.69900 0.2 0.2 0.4
C 1.22392 2.48579 -3.71448 0.1 0.1 -0.4
H 0.18609 2.19883 -3.88331 0.2 0.1 -0.1
H -0.57210 0.24996 -3.15520 0.0 1.2 -0.6
Cl -1.77512 -1.60967 -2.23145 -0.6 -0.5 -0.1
C -3.50283 -3.24772 0.40844 -0.3 0.0 -0.3
P -2.43991 -2.65466 1.75492 1.6 0.2 0.6
C -3.61419 -2.19971 3.05941 -0.7 0.1 0.2
C -1.66128 -4.23342 2.34027 0.1 -0.1 -0.3
C -2.38912 -5.20073 3.03133 0.3 -0.3 0.1
C -1.80280 -6.43030 3.35576 0.0 0.2 0.0
C -0.48607 -6.70023 2.98844 0.1 0.2 -0.1
C 0.25532 -5.73269 2.29972 -0.4 -0.1 0.1
C -0.31542 -4.50033 1.97250 -0.3 -0.4 0.0
P 0.59980 -3.20764 1.05114 -0.4 1.2 0.5
C 2.35415 -3.41820 1.49445 0.3 -0.4 0.0
C 0.56552 -3.70641 -0.69639 0.0 -0.3 -0.2
H -3.68847 -2.44906 -0.31735 0.1 -0.2 0.1
H -4.45608 -3.58221 0.83610 0.2 0.0 -0.1
H -3.02785 -4.09485 -0.10063 -0.1 0.3 0.0
H -4.61571 -2.56829 2.80226 0.1 0.1 0.3
H -3.31838 -2.58296 4.04405 0.0 0.1 -0.3
H -3.65080 -1.10372 3.10097 0.0 -0.3 0.1
H -3.41989 -5.00656 3.32944 0.2 0.0 -0.1
H -2.38095 -7.17964 3.89259 0.1 0.1 -0.1
H -0.02700 -7.66251 3.22978 -0.2 0.3 -0.1
H 1.28013 -5.94785 2.00134 -0.2 0.0 0.1
H 2.75808 -4.30151 0.96612 0.0 0.4 0.3
H 2.90596 -2.51550 1.17919 -0.2 -0.4 0.1
H 2.46083 -3.55257 2.58290 0.0 0.1 -0.4
H 1.16682 -4.62474 -0.82476 -0.3 0.3 0.0
H -0.47329 -3.88823 -1.00887 0.4 0.1 0.0
H 0.98232 -2.88941 -1.31168 -0.2 -0.4 0.3
```
Forces are in eV/Å.

Results
F_max (eV Å⁻¹): 2.83
Energy relative to the best compared isomer or geometry (same formula, charge and spin) (eV): 3.2570
Spin multiplicity: 5
HOMO-LUMO gap (spin up / spin down) (eV): 5.29 / 6.79
LUMO (spin up / spin down) (eV): 0.39 / -0.12
<S²>: 6.040
E_HOMO (spin up / spin down) (eV): -4.8947 / -6.9090

Record 4
Molecular formula: C5H8N2
Method: DFT, ωB97M-V with the def2-TZVPD basis set

Geometry as XYZ:
```
15
Properties=species:S:1:pos:R:3:forces:R:3
C 0.72633 0.12363 -2.37474 0.1 0.1 -0.5
C 0.16057 0.22989 -1.14838 -0.1 -0.1 -0.1
C -1.05573 -0.48477 -0.83176 0.2 -0.3 -0.4
N -1.15683 -0.61570 0.44331 -0.2 0.1 0.1
C 0.03557 -0.05591 1.08173 0.9 -2.0 0.4
N -0.30284 0.54014 2.35170 0.8 -0.6 -0.3
C 0.63414 0.75249 0.06630 0.0 0.4 -0.2
H 0.20379 -0.39273 -3.15554 0.0 0.0 -0.4
H 1.69894 0.56444 -2.53918 0.0 -0.1 -0.3
H 0.78090 -1.30961 1.05446 -1.6 2.6 1.1
H -1.72838 -0.98226 -1.51948 -0.1 0.2 0.0
H -1.91392 -1.00505 0.98518 0.1 -0.1 -0.1
H 0.17964 0.01756 3.05782 0.0 -0.2 0.7
H 0.10413 1.47000 2.33835 -0.2 0.0 0.1
H 1.63371 1.14790 0.19023 -0.1 0.0 0.0
```
Forces are in eV/Å.

Results
F_max (eV Å⁻¹): 3.22
Energy relative to the best compared isomer or geometry (same formula, charge and spin) (eV): 4.2807
Spin multiplicity: 1
HOMO-LUMO gap (spin up / spin down) (eV): 6.06 / 6.15
LUMO (spin up / spin down) (eV): -0.10 / 0.05
E_HOMO (spin up / spin down) (eV): -6.1508 / -6.0977